Entry 1:
18
Properties=species:S:1:pos:R:3:mulliken_charge:R:1 method="wB97M-V/def2-TZVPD" multiplicity=1 orbital_gap_ev="7.510 / 7.505" smiles="CC(C)=CO.N#CN" e_homo_ev="-7.30 / -7.30"
C 1.14105 0.51143 -1.15253 -1.330
C 1.72346 -0.85710 0.92874 -1.329
C 0.75067 0.01698 0.20127 1.005
C -0.36614 0.53623 0.87861 -0.493
O -0.71381 1.82515 0.54065 -0.568
H -0.96374 2.71825 0.28665 0.349
H -0.42825 0.40922 1.95738 0.356
H 1.65018 -0.28371 -1.70066 0.394
H 0.26662 0.84783 -1.71695 0.319
H 1.26305 -1.28656 1.81853 0.380
H 2.59538 -0.26567 1.23721 0.367
H 2.06161 -1.65537 0.26516 0.341
H 1.81849 1.36873 -1.07830 0.321
N -2.47558 -0.37774 -0.70813 -0.384
C -1.44382 -1.01465 -0.05475 0.503
N -0.96175 -2.12689 -0.07220 -0.654
H -2.77364 0.53086 -0.36231 0.192
H -3.14376 -0.89701 -1.26838 0.230

***

Entry 2:
18
Properties=species:S:1:pos:R:3:mulliken_charge:R:1 method="wB97M-V/def2-TZVPD" multiplicity=1 orbital_gap_ev=7.552 e_homo_ev=-6.91
C 0.86597 -1.89034 -0.03429 -1.326
C 0.47765 1.98831 -0.16002 -1.805
N -0.65334 0.30816 -1.51690 -0.843
C 0.89647 -0.45591 0.29849 0.364
C 0.18024 0.52256 -0.43509 1.294
C -1.54067 0.07359 0.13893 -0.115
O 1.62919 -0.15198 1.38130 -0.535
N -2.12751 -1.02777 0.32892 -0.615
H 1.74528 0.80583 1.45065 0.320
H -0.62998 -0.64392 -1.87348 0.302
H -3.08469 -0.93767 0.65963 0.256
H -1.88547 1.05464 0.47080 0.388
H 1.54186 -2.44856 0.60856 0.381
H 1.11860 -2.04485 -1.08537 0.292
H -0.16685 -2.24200 0.10678 0.312
H -0.25435 2.59654 -0.68611 0.395
H 1.46369 2.23937 -0.55473 0.420
H 0.42391 2.25400 0.90192 0.514

***

Entry 3:
18
Properties=species:S:1:pos:R:3:mulliken_charge:R:1 method="wB97M-V/def2-TZVPD" multiplicity=1 orbital_gap_ev="7.824 / 7.823" e_homo_ev="-7.02 / -7.02"
C -1.05700 0.29607 -1.26693 -0.654
C -0.79141 -1.40049 0.90574 -1.155
C 1.35951 0.41417 -0.68826 0.223
C 0.94096 0.45463 0.61033 0.232
N 1.71166 0.97190 1.63868 -0.446
C -0.41754 0.05113 0.80622 -0.167
O -2.33831 -0.22734 -1.18837 -0.485
N 1.90163 1.10235 -1.57175 -0.633
H -2.39865 -1.00743 -1.74967 0.336
H 2.55720 1.45081 1.36845 0.222
H 1.57809 0.65238 2.58556 0.200
H 2.15646 0.60025 -2.42514 0.257
H -0.50849 -0.11480 -2.11124 0.370
H -1.07889 1.38074 -1.26020 0.353
H -0.95688 0.67882 1.52107 0.330
H -0.54345 -1.77084 1.90677 0.355
H -1.86220 -1.53827 0.75121 0.327
H -0.25270 -1.99407 0.16752 0.334